{"formula": "C40H112N8O12", "method": "ωB97M-V/def2-TZVPD", "e_above_lowest_kj_mol": 514.9, "smiles": "COC[C@H](C)N.COC[C@H](C)N.COC[C@H](C)N.COC[C@H](C)N.COC[C@H](C)N.COC[C@H](C)N.COC[C@H](C)N.COC[C@H](C)N.CCO.CCO.CCO.CCO", "spin_multiplicity": 1, "charge": 0, "e_tot_ha": -2931.753629, "lumo_ev": 0.4, "symbols": ["C", "O", "C", "C", "C", "N", "H", "H", "H", "H", "H", "H", "H", "H", "H", "H", "H", "C", "O", "C", "C", "C", "N", "H", "H", "H", "H", "H", "H", "H", "H", "H", "H", "H", "C", "O", "C", "C", "C", "N", "H", "H", "H", "H", "H", "H", "H", "H", "H", "H", "H", "C", "O", "C", "C", "C", "N", "H", "H", "H", "H", "H", "H", "H", "H", "H", "H", "H", "C", "O", "C", "C", "C", "N", "H", "H", "H", "H", "H", "H", "H", "H", "H", "H", "H", "C", "O", "C", "C", "C", "N", "H", "H", "H", "H", "H", "H", "H", "H", "H", "H", "H", "C", "O", "C", "C", "C", "N", "H", "H", "H", "H", "H", "H", "H", "H", "H", "H", "H", "C", "O", "C", "C", "C", "N", "H", "H", "H", "H", "H", "H", "H", "H", "H", "H", "H", "C", "C", "O", "H", "H", "H", "H", "H", "H", "C", "C", "O", "H", "H", "H", "H", "H", "H", "C", "C", "O", "H", "H", "H", "H", "H", "H", "C", "C", "O", "H", "H", "H", "H", "H", "H"], "xyz": [[1.16586, -3.25265, 2.41789], [1.06780, -2.95458, 3.81377], [1.11965, -4.09228, 4.63386], [1.01852, -3.89872, 6.14540], [-0.22420, -3.27448, 6.74207], [1.98238, -2.95341, 6.66357], [0.31668, -3.88363, 2.15551], [2.09162, -3.72431, 2.08833], [1.02517, -2.37587, 1.78578], [0.17377, -4.54001, 4.32900], [1.94585, -4.78078, 4.45652], [1.14647, -4.87757, 6.60756], [-0.22269, -3.15245, 7.82521], [-1.16128, -3.82332, 6.64857], [-0.33468, -2.28897, 6.28967], [1.39970, -2.18837, 6.97226], [2.66309, -2.65927, 5.97784], [-1.62924, 4.45015, -0.84264], [-2.72258, 4.07907, -0.04455], [-3.16691, 2.75851, -0.21100], [-4.52845, 2.33191, 0.41735], [-4.86364, 0.86849, 0.14342], [-5.56582, 3.08950, -0.25615], [-0.64706, 4.03882, -0.60976], [-1.55706, 5.51280, -0.61096], [-1.91260, 4.37164, -1.89223], [-3.12423, 2.44089, -1.25282], [-2.45718, 2.09051, 0.27702], [-4.40541, 2.69839, 1.43649], [-5.77367, 0.45195, 0.57523], [-4.07105, 0.13887, 0.30949], [-5.19039, 0.84153, -0.89611], [-5.35932, 2.97774, -1.23848], [-5.44037, 4.04340, 0.05115], [-2.40297, -0.87061, -8.55943], [-1.79028, -1.20767, -7.32275], [-2.32020, -2.37587, -6.68879], [-1.66372, -2.58649, -5.31707], [-0.14258, -2.80851, -5.25953], [-2.29541, -3.59998, -4.53293], [-2.06167, 0.07730, -8.97547], [-3.45221, -0.76610, -8.28324], [-2.25873, -1.72148, -9.22524], [-3.40770, -2.34004, -6.62428], [-2.10758, -3.24132, -7.31641], [-1.73450, -1.65940, -4.74821], [0.05331, -3.83165, -5.58032], [0.14753, -2.43107, -4.27899], [0.40341, -2.19643, -5.97740], [-1.80379, -4.46693, -4.69673], [-3.28256, -3.74778, -4.68720], [-4.23640, -3.07192, 5.64485], [-3.64779, -2.58484, 4.42181], [-3.40015, -1.18454, 4.48794], [-2.96703, -0.67898, 3.06236], [-1.73589, -1.43454, 2.40737], [-2.70318, 0.75700, 2.92741], [-3.62955, -2.98902, 6.54650], [-4.55479, -4.11204, 5.57493], [-5.12690, -2.53581, 5.97303], [-4.32864, -0.65200, 4.69383], [-2.54685, -0.93635, 5.11913], [-3.74416, -0.99346, 2.36574], [-1.84283, -2.51831, 2.45327], [-0.81554, -1.02321, 2.82195], [-1.71319, -1.23043, 1.33690], [-2.32061, 0.96323, 2.01570], [-2.14258, 1.09128, 3.69817], [6.30110, 5.40844, 3.24689], [6.25605, 4.30137, 2.31461], [5.03470, 3.54346, 2.30143], [4.66162, 3.20625, 0.85427], [4.41437, 4.41157, -0.03277], [3.57020, 2.28992, 0.71165], [6.12331, 4.91199, 4.20085], [5.55980, 6.19808, 3.12422], [7.24880, 5.94033, 3.16281], [5.10910, 2.68827, 2.97315], [4.21384, 4.15323, 2.67888], [5.49065, 2.66228, 0.40160], [3.65284, 5.07988, 0.36914], [4.19775, 4.17585, -1.07470], [5.32143, 5.01530, -0.00371], [3.79706, 1.55609, 1.36748], [3.69984, 1.89453, -0.20866], [2.55296, -4.85792, -0.64980], [1.20587, -5.08565, -0.35310], [0.31133, -4.33130, -1.35325], [-1.18331, -4.23274, -0.85081], [-1.99277, -5.46689, -1.20518], [-1.72914, -3.04306, -1.44108], [2.79728, -5.10134, -1.68379], [3.14150, -5.41266, 0.08095], [2.73490, -3.81278, -0.39943], [0.79279, -3.38917, -1.61537], [0.29952, -4.98702, -2.22388], [-1.13267, -4.22503, 0.23799], [-2.09401, -5.63218, -2.27781], [-2.93967, -5.23099, -0.71958], [-1.52754, -6.29856, -0.67605], [-2.72271, -3.22423, -1.45131], [-1.55855, -3.12493, -2.43320], [-2.16676, 1.11023, -4.63030], [-2.69826, 2.43012, -4.32685], [-3.97399, 2.69265, -4.78273], [-4.24857, 4.25084, -4.70817], [-4.45912, 4.55252, -3.21631], [-5.44045, 4.69213, -5.48538], [-1.34641, 0.84879, -3.96190], [-1.59838, 1.03001, -5.55691], [-2.93438, 0.34421, -4.74014], [-4.08840, 2.42596, -5.83338], [-4.74060, 2.14137, -4.23821], [-3.28865, 4.69538, -4.97094], [-3.86944, 3.89890, -2.57354], [-5.50633, 4.49920, -2.91867], [-4.19254, 5.60029, -3.07765], [-5.52157, 5.69028, -5.35420], [-5.17881, 4.72604, -6.46030], [-2.25604, 2.52482, 5.62477], [-1.24414, 1.57700, 5.36063], [0.01294, 1.97183, 5.93570], [1.14518, 1.34643, 5.12631], [1.13941, 1.54216, 3.51915], [1.31614, -0.04291, 5.42775], [-2.51808, 2.48411, 6.68202], [-3.20234, 2.19056, 5.19946], [-2.04275, 3.52549, 5.24891], [-0.01378, 3.06116, 5.90841], [0.15388, 1.79515, 7.00201], [1.98404, 1.94369, 5.48369], [0.17255, 1.18740, 3.16217], [1.87411, 0.94777, 2.97599], [1.09419, 2.61153, 3.31295], [0.75808, -0.59614, 4.79325], [0.81710, -0.21261, 6.28930], [1.72921, 0.66832, -4.90655], [2.85464, 1.46850, -5.49069], [3.70852, 1.99790, -4.51736], [2.13830, -0.02496, -4.17161], [0.98481, 0.32464, -5.62476], [1.22504, 1.35592, -4.22750], [2.58950, 2.21570, -6.23868], [3.31347, 0.74250, -6.16188], [3.58296, 2.93910, -4.65868], [6.24305, -0.34509, -1.57376], [4.92443, 0.19078, -2.23268], [5.30349, 0.10481, -3.66554], [7.14952, 0.01900, -2.05734], [6.32092, -1.43159, -1.53411], [6.28411, -0.02948, -0.53127], [4.89905, 1.20407, -1.83180], [4.03273, -0.38139, -1.97657], [4.89104, 0.91040, -3.98570], [1.01512, -0.19373, -0.44277], [0.05532, 0.17037, -1.62165], [-1.32103, -0.18136, -1.30366], [1.97966, 0.30471, -0.53932], [1.14719, -1.21791, -0.09389], [0.59582, 0.42313, 0.35207], [0.22669, -0.28279, -2.59806], [0.12387, 1.23541, -1.84320], [-1.28539, -1.13097, -1.16743], [4.63801, -1.54787, 1.25083], [3.91221, -1.10588, 2.46114], [4.33602, 0.16592, 2.83805], [5.68791, -1.70115, 1.50045], [4.55583, -0.91354, 0.36823], [4.15798, -2.50358, 1.04042], [4.24759, -1.86721, 3.16541], [2.83601, -1.04479, 2.29939], [4.18736, 0.43980, 3.74606]], "forces_ev_per_a": [[-0.93, -0.21, 0.29], [1.63, 1.53, -0.40], [-2.16, -0.76, -0.14], [0.07, 0.99, 0.66], [-2.16, -0.54, -0.50], [1.09, -0.18, 0.39], [0.09, -0.47, -0.12], [0.20, -0.22, 0.43], [0.09, 0.42, 0.59], [-0.02, -1.34, 0.26], [0.32, 0.20, -0.42], [0.18, -0.32, -0.23], [0.90, 0.04, 0.09], [-0.09, -0.17, -0.74], [-0.43, 0.05, -0.06], [1.24, 0.51, -0.12], [-0.08, 0.30, 0.03], [-0.65, 1.36, 0.04], [-1.05, -0.28, 0.69], [0.88, -2.36, 0.42], [0.82, 1.28, -0.79], [0.08, -0.33, -0.20], [-0.70, 0.15, 0.82], [-0.16, -0.72, 0.09], [0.29, 0.17, -0.27], [0.44, -0.31, -0.21], [-0.17, 0.15, -0.46], [0.61, -0.18, 0.02], [-0.63, -0.67, 0.40], [0.06, 0.58, 0.89], [0.20, 0.18, -0.10], [0.61, -0.12, -0.46], [-0.30, 0.55, -0.20], [-0.18, 0.38, -0.63], [-0.73, -0.92, 1.19], [0.71, 0.20, 0.76], [1.03, 0.20, -0.63], [0.31, 1.86, -0.14], [-0.79, 0.44, -1.16], [0.15, -1.08, 0.43], [0.41, -0.24, 0.27], [-0.46, 0.10, -0.74], [-0.13, 0.22, -0.53], [-0.28, 0.31, 0.30], [0.13, -0.37, -0.24], [-0.63, 0.45, -0.23], [0.47, -0.26, 0.76], [0.50, -0.95, 0.14], [-0.28, 0.24, -0.10], [-0.26, -0.37, 0.04], [-0.06, 0.19, -0.13], [-0.22, 0.21, 0.09], [-0.41, -0.15, 1.28], [0.80, 0.58, -2.20], [1.15, -1.46, -1.55], [-0.87, 0.24, 0.64], [-1.45, -0.46, 0.91], [0.87, 0.02, -0.25], [0.36, 0.00, -0.57], [-0.36, 0.45, -0.63], [0.08, 0.16, 0.61], [-0.26, -0.04, 0.77], [-0.67, 0.42, 0.21], [0.32, -0.09, 0.52], [0.20, -0.49, 0.21], [-0.14, 0.40, -0.11], [0.20, 0.03, 0.20], [0.43, -0.01, -0.41], [-0.40, -1.34, -0.14], [-0.23, 0.79, -0.38], [-0.26, 1.22, -0.28], [1.22, 0.03, -1.05], [0.80, 1.02, 0.75], [-1.02, -0.42, 0.83], [0.39, 0.67, 0.57], [-0.56, -0.28, -0.46], [0.23, -0.63, 0.11], [0.18, -0.34, -0.27], [-0.17, 0.25, 0.25], [0.98, 0.39, 0.22], [-0.42, -0.24, -0.02], [-0.10, -0.26, 0.13], [0.16, 0.06, -0.28], [-0.42, -0.66, 0.12], [-0.41, -0.22, -0.15], [-0.21, 0.50, 0.82], [-2.48, 1.01, -1.41], [0.44, -2.14, 1.64], [2.75, -0.78, -0.29], [0.37, 0.39, 0.93], [-0.47, 0.32, 0.13], [0.27, 0.00, -0.02], [0.07, -0.37, -0.31], [0.52, 0.39, -0.55], [-0.18, 0.23, 0.30], [0.14, 0.15, -0.38], [-0.11, 0.58, 0.12], [-0.02, -0.04, 0.08], [-0.46, -0.62, -0.32], [-0.23, -0.35, -0.30], [-0.60, 0.63, 0.25], [0.23, 0.18, -0.58], [0.23, 0.63, -0.44], [1.62, -1.14, 0.30], [-1.29, 1.25, -1.51], [-0.15, -1.76, 1.51], [-0.21, 0.90, -0.50], [1.24, -0.16, -0.01], [-0.75, 0.06, 0.91], [-0.41, 0.79, -0.80], [-0.16, 0.04, 0.63], [0.08, -0.31, -0.38], [-0.16, -0.06, 0.29], [-0.03, 0.25, -0.49], [0.06, 0.29, -0.17], [-0.12, -0.34, -0.21], [0.23, 0.05, 0.51], [-0.33, 0.35, 0.75], [0.04, -0.68, -0.53], [-1.09, -0.77, 0.61], [0.30, 0.02, 0.62], [-0.81, 0.76, -1.78], [0.47, 1.36, -1.61], [-1.71, 0.03, 2.08], [-0.20, -0.72, 0.34], [0.42, 0.65, 0.41], [0.25, -0.12, -0.64], [0.25, 0.05, 0.16], [0.60, 0.32, -0.40], [-0.36, -0.82, 0.23], [0.65, -0.27, 0.08], [-0.18, -0.21, 0.01], [0.40, 0.50, 0.38], [0.68, -0.06, -0.31], [0.14, -0.27, -0.60], [0.28, -0.15, 0.58], [-0.61, 1.70, 1.57], [-0.34, -1.84, -2.26], [-0.26, 0.97, -0.20], [-0.01, -0.75, -0.64], [0.36, -0.44, 0.05], [-0.62, 0.17, 0.01], [-0.62, 0.44, 0.42], [1.20, -0.05, 0.24], [0.54, 0.22, 0.63], [-0.82, -0.31, 0.94], [3.74, -1.10, -0.74], [-1.32, 0.36, 1.90], [-0.39, 0.25, -0.25], [-0.19, -0.10, -0.28], [0.10, 0.09, 0.12], [-0.62, 0.35, -0.67], [-0.02, 0.01, -0.14], [-0.02, 0.13, -0.83], [-0.52, 1.73, -0.42], [-0.63, -1.08, 0.32], [1.19, 1.29, 0.04], [0.30, -0.34, -0.47], [-0.32, -0.08, -0.48], [-0.20, -0.40, 0.53], [0.72, -0.46, 0.02], [-0.22, 0.16, 0.48], [-0.45, -0.80, 0.04], [-0.01, -0.32, -0.82], [-0.12, 0.03, 0.57], [1.11, 1.54, -0.09], [0.03, -0.03, -0.23], [-0.13, 0.07, 0.18], [0.35, -0.28, -0.45], [-0.84, 0.06, 0.75], [-0.15, -0.61, 0.19], [-0.38, -0.60, 0.15]], "mulliken_charge": [-1.165, 0.448, -0.896, 0.596, -1.555, -0.773, 0.709, 0.511, -0.490, 0.405, 0.261, 0.439, 0.388, 0.399, 0.086, 0.185, 0.388, -0.458, -0.482, 1.410, -0.133, -1.132, -0.699, 0.241, 0.292, 0.100, -0.334, -0.708, 0.599, 0.382, -0.049, 0.361, 0.145, 0.410, -0.867, -0.157, -1.078, 1.487, -1.114, -0.416, 0.237, 0.342, 0.309, 0.486, 0.409, -0.767, 0.516, -0.131, 0.331, 0.271, 0.211, -0.848, -0.267, -0.859, 0.189, -0.012, 0.402, 0.283, 0.315, 0.333, 0.481, 0.238, 0.219, 0.615, -0.262, -0.309, -0.263, -0.016, -0.751, -0.368, -0.737, 1.037, -1.633, -0.301, 0.332, 0.297, 0.254, 0.365, 0.376, 0.143, 0.365, 0.306, 0.403, -0.020, -0.070, -0.498, -0.386, -0.771, 0.849, -1.616, 0.026, 0.364, 0.310, 0.017, 0.472, 0.301, -0.239, 0.226, 0.485, 0.452, 0.292, -0.425, -0.500, -0.220, -0.800, 0.414, -0.428, -0.751, -0.114, 0.285, 0.502, 0.404, 0.296, 0.298, -0.685, 0.447, 0.417, 0.277, 0.272, -1.115, -0.165, -1.251, 0.272, -0.324, -0.292, 0.329, 0.324, 0.415, 0.551, 0.398, 0.292, -0.403, -0.225, 0.656, -0.148, 0.404, -0.386, -0.648, -0.529, 0.197, 0.145, 0.142, 0.501, 0.306, 0.268, -1.436, 0.658, -0.638, 0.393, 0.318, 0.337, -0.072, 0.113, 0.454, 0.633, 0.229, 0.081, -0.199, -0.214, -0.119, -0.734, 0.509, -0.177, -0.775, 0.438, -0.569, 0.511, -0.310, 0.180, 0.470, -0.230, 0.274]}